The following is a DFT calculation (ωB97M-V/def2-TZVPD) of a 2-piece molecular cluster, C2H2FO3P overall.

Geometry as ORCA input:
```
! wB97M-V def2-TZVPD RIJCOSX def2/J DEFGRID3
* xyz -2 1
C 0.88 0.01 0.27
C -0.84 0.72 1.86
O -1.95 2.87 3.50
O 0.27 3.26 2.19
O -0.35 0.81 3.27
F -2.16 0.15 1.83
P -0.80 2.29 2.64
H 0.89 1.04 -0.22
H 1.55 0.18 1.09
*
```

Values from the calculation:
**Frontier orbital gap (spin up / spin down)**: 6.5556 / 6.5550 eV
**LUMO level (spin up / spin down)**: 7.31 / 7.31 eV
**Relative energy (zero: lowest compared OMol25 entry of this formula, charge and spin)**: 4.805 eV
**E_HOMO (spin up / spin down)**: 0.028 / 0.028 Ha

Need the natural (NBO) charges? In units of e they are: number 1, C, carries -0.782; number 2, C, carries 0.085; number 3, O, carries -1.189; number 4, O, carries -1.179; number 5, O, carries -0.864; number 6, F, carries -0.448; number 7, P, carries 2.185; number 8, H, carries 0.099; number 9, H, carries 0.094

=====

The following is a DFT calculation (ωB97M-V/def2-TZVPD) of an isolated ion of composition C2H2FO3P and charge -2.

Geometry as ORCA input:
```
! wB97M-V def2-TZVPD RIJCOSX def2/J DEFGRID3
* xyz -2 1
C -1.71 0.07 0.06
C -0.24 0.67 -0.16
F -0.44 2.03 -0.01
P 1.41 -0.44 -0.15
O 1.42 -0.91 1.30
O 2.51 0.48 -0.65
O 1.03 -1.57 -1.05
H -1.56 -0.96 0.11
H -2.42 0.62 0.56
*
```

Values from the calculation:
**SMILES**: C=C(F)P(=O)([O-])[O-]
**Frontier orbital gap**: 6.7345 eV
**LUMO level**: 7.31 eV
**Relative energy (zero: lowest compared OMol25 entry of this formula, charge and spin)**: 1.686 eV
**E_HOMO**: 0.021 Ha

Need the natural (NBO) charges? In units of e they are: number 1, C, carries -0.727; number 2, C, carries 0.152; number 3, F, carries -0.422; number 4, P, carries 2.350; number 5, O, carries -1.225; number 6, O, carries -1.237; number 7, O, carries -1.238; number 8, H, carries 0.198; number 9, H, carries 0.148

=====

The following is a DFT calculation (ωB97M-V/def2-TZVPD) of a 2-piece molecular cluster, C2H2FOP overall.

Geometry as ORCA input:
```
! wB97M-V def2-TZVPD RIJCOSX def2/J DEFGRID3
* xyz 0 1
C 0.62 -1.56 -0.07
C 0.27 -0.30 -0.19
O 1.01 -2.65 0.09
F -3.03 -1.46 0.84
P -2.35 -0.05 0.18
H 0.74 0.44 0.52
H -0.16 -0.06 -1.20
*
```

Values from the calculation:
**Frontier orbital gap (spin up / spin down)**: 6.9330 / 6.8946 eV
**LUMO level (spin up / spin down)**: -0.84 / -0.81 eV
**Relative energy (zero: lowest compared OMol25 entry of this formula, charge and spin)**: 2.439 eV
**E_HOMO (spin up / spin down)**: -0.286 / -0.283 Ha

Need the natural (NBO) charges? In units of e they are: number 1, C, carries 0.751; number 2, C, carries -0.840; number 3, O, carries -0.421; number 4, F, carries -0.606; number 5, P, carries 0.516; number 6, H, carries 0.303; number 7, H, carries 0.297

=====

The following is a DFT calculation (ωB97M-V/def2-TZVPD) of C2H2FOSr as an isolated structure.

Geometry as ORCA input:
```
! wB97M-V def2-TZVPD RIJCOSX def2/J DEFGRID3
* xyz 1 1
F 2.89 -0.42 1.01
O 1.82 0.58 0.40
Sr 1.56 -1.53 -0.42
C -0.81 -0.44 -0.24
C -1.63 0.49 0.01
H -2.50 0.97 0.44
H -1.33 0.36 -1.20
*
```

Values from the calculation:
**Frontier orbital gap**: 9.5414 eV
**LUMO level**: -4.74 eV
**Relative energy (zero: lowest compared OMol25 entry of this formula, charge and spin)**: 6.780 eV
**E_HOMO**: -0.525 Ha

Need the Mulliken charges? In units of e they are: number 1, F, carries -0.430; number 2, O, carries -0.437; number 3, Sr, carries 1.909; number 4, C, carries -0.456; number 5, C, carries -0.280; number 6, H, carries 0.389; number 7, H, carries 0.304

=====

Q: Number 4 is which compound?
A: C2H2FOSr

=====

Q: Which formula does entry 1 have?
A: C2H2FO3P